1.
Formula: C32H57BrClF9N3O8PS3Si2
Source: OMol25
Level of theory: ωB97M-V/def2-TZVPD

The geometry in XYZ format:
```
117
Properties=species:S:1:pos:R:3
C 4.524 5.867 -0.416
C 3.337 5.860 0.563
C 1.976 5.795 -0.166
C 3.452 4.823 1.684
C 4.433 5.264 2.765
C 3.823 3.421 1.214
O 2.676 2.617 0.843
C 2.259 1.658 1.715
P 2.215 2.202 3.554
O 1.023 1.242 4.113
Br 4.018 1.225 4.466
C 0.794 1.373 1.317
C -0.246 2.439 1.634
C -1.491 2.364 0.730
C -2.522 1.359 1.214
S -4.185 2.079 1.211
C -5.184 0.625 0.898
S -4.699 -0.441 -0.207
N -6.371 0.420 1.632
C -7.410 1.414 1.329
C -7.906 2.118 2.573
O -6.780 2.627 3.267
C -6.060 1.570 3.864
C -6.143 0.255 3.064
C 0.534 -0.130 1.583
Cl -0.229 -0.799 0.093
C 1.947 -0.627 1.549
S 2.110 -2.414 1.515
O 2.519 -2.809 0.211
O 0.887 -2.999 1.962
C 3.423 -2.943 2.736
F 4.440 -3.456 2.018
F 3.870 -1.902 3.479
C 2.923 -4.042 3.716
F 4.050 -4.478 4.356
F 2.420 -5.099 3.048
C 1.948 -3.518 4.823
F 1.388 -2.336 4.493
F 0.956 -4.422 4.951
C 2.583 -3.366 6.236
F 1.655 -2.741 7.005
F 3.685 -2.587 6.205
F 2.846 -4.563 6.787
N 2.860 0.301 1.550
C 4.291 0.068 1.446
O 4.508 -0.886 0.466
C 5.711 -0.647 -0.256
O 5.822 -1.672 -1.170
C 7.092 -2.307 -1.167
C 7.242 -3.343 -0.087
O 7.616 -2.780 1.176
H 4.213 5.425 -1.356
H 5.352 5.256 -0.064
H 4.916 6.859 -0.595
H 3.350 6.830 1.053
H 2.120 5.844 -1.238
H 1.391 6.673 0.091
H 1.389 4.934 0.131
H 2.471 4.748 2.152
H 4.461 4.564 3.594
H 4.155 6.229 3.172
H 5.426 5.355 2.332
H 4.398 2.934 2.000
H 4.476 3.436 0.350
H 0.445 1.819 4.619
H 0.858 1.415 0.232
H -0.607 2.419 2.657
H 0.221 3.405 1.461
H -1.887 3.373 0.696
H -1.140 2.133 -0.271
H -2.576 0.536 0.515
H -2.302 0.949 2.196
H -8.240 0.993 0.765
H -6.991 2.193 0.693
H -8.502 2.972 2.282
H -8.480 1.461 3.227
H -5.038 1.874 4.043
H -6.508 1.370 4.844
H -5.220 -0.304 3.184
H -6.915 -0.374 3.493
H 0.024 -0.407 2.493
H 4.701 -0.223 2.407
H 4.783 0.997 1.164
H 5.586 0.298 -0.797
H 6.573 -0.602 0.408
H 7.184 -2.824 -2.117
H 7.908 -1.589 -1.128
H 8.046 -4.015 -0.376
H 6.347 -3.951 0.009
H 6.840 -2.804 1.733
C -6.417 -1.231 -7.664
Si -5.245 -2.466 -6.853
C -4.578 -3.553 -8.249
C -6.317 -3.547 -5.732
N -4.028 -1.626 -6.015
Si -2.764 -2.335 -5.138
C -1.613 -3.396 -6.199
C -3.362 -3.385 -3.684
C -1.679 -0.982 -4.388
H -7.209 -1.756 -8.208
H -6.887 -0.592 -6.914
H -5.881 -0.599 -8.376
H -5.401 -3.914 -8.876
H -4.053 -4.431 -7.868
H -3.893 -2.987 -8.883
H -6.668 -2.977 -4.870
H -5.777 -4.424 -5.371
H -7.194 -3.909 -6.280
H -2.089 -4.326 -6.513
H -0.716 -3.667 -5.629
H -1.295 -2.849 -7.088
H -4.082 -2.829 -3.081
H -2.517 -3.658 -3.040
H -3.829 -4.315 -4.013
H -2.263 -0.345 -3.719
H -1.246 -0.356 -5.171
H -0.858 -1.424 -3.812
```

E_LUMO (eV): -3.59
Orbital gap (eV): 1.5
E_tot (a.u.): -8067.4050
Net charge: 0

2.
Formula: C5H12O2
Source: OMol25
Level of theory: ωB97M-V/def2-TZVPD

The geometry in XYZ format:
```
19
Properties=species:S:1:pos:R:3
C 0.952 1.963 2.513
C 1.322 3.046 3.183
C -0.464 1.453 2.558
C -0.910 0.788 1.331
C -1.582 -0.420 1.251
H 1.592 1.303 1.962
H 2.330 3.423 3.134
H 0.566 3.502 3.802
H -1.170 2.192 2.863
H -0.444 0.665 3.334
H -0.675 1.283 0.399
H -2.205 -0.488 0.362
H -1.453 -1.208 1.985
H 1.969 -0.830 -3.322
H 1.954 -1.800 -2.070
O 1.509 -1.553 -2.879
H -1.670 -4.254 -5.597
H -1.057 -3.097 -4.702
O -0.972 -3.604 -5.516
```

E_LUMO (spin up / spin down) (eV): -5.43 / -8.99
Orbital gap (spin up / spin down) (eV): 7.6 / 4.1
E_tot (a.u.): -347.7671
Net charge: +1
Multiplicity: 2

3.
Formula: C2H3N
Source: OMol25
Level of theory: ωB97M-V/def2-TZVPD

The geometry in XYZ format:
```
6
Properties=species:S:1:pos:R:3
C -0.454 0.914 0.341
C 0.384 -0.149 -0.288
N 0.441 1.403 -0.377
H -1.269 0.976 0.924
H 1.318 -0.402 0.244
H 0.064 -0.569 -1.277
```

E_LUMO (eV): 1.22
Orbital gap (eV): 11.2
Structure (SMILES): C1=NC1
E_tot (a.u.): -132.6609
Net charge: 0